Entry 1:
Here is a single C20H31N3O5S molecule in a non-equilibrium geometry from the OMol25 dataset. Energies are from wB97M-V/def2-TZVPD.

## Properties
- Kohn-Sham gap (Ha) = 0.3066
- SMILES = CCOc1ccc(CNC(=O)C2CCN(S(=O)(=O)N3CCCC3)CC2)cc1OC
- total charge = 0
- ΔE to the lowest compared entry with this formula, charge and spin (kJ/mol) = 176.86
- DFT total energy (eV) = -46785.780
- LUMO level (hartree) = 0.0201

Positions of all 60 atoms, in Å:
C (-7.32056, -1.10570, -0.74012)
C (-5.81987, -1.08035, -0.48820)
H (-5.28704, -1.55264, -1.32112)
H (-5.57972, -1.62432, 0.43229)
O (-5.44142, 0.27931, -0.36701)
C (-4.21060, 0.63676, 0.09442)
C (-4.09823, 1.97866, 0.44669)
C (-2.91449, 2.51490, 0.91544)
C (-1.80907, 1.69797, 1.07334)
C (-1.90691, 0.35560, 0.72840)
C (-3.07615, -0.18864, 0.21762)
O (-3.17026, -1.49997, -0.18372)
C (-2.00492, -2.28869, -0.15309)
H (-2.28197, -3.23080, -0.62566)
H (-1.68023, -2.48272, 0.87519)
H (-1.18645, -1.82080, -0.70801)
H (-1.03107, -0.26151, 0.84636)
C (-0.48733, 2.22261, 1.56141)
N (0.48503, 2.24234, 0.48201)
C (1.18867, 3.34128, 0.17274)
O (1.05025, 4.40538, 0.74712)
C (2.26943, 3.19991, -0.90763)
C (2.02210, 2.15794, -2.01370)
C (2.96605, 0.95491, -1.88214)
N (3.11107, 0.52230, -0.51123)
S (2.03645, -0.62273, -0.02099)
O (1.88630, -0.54885, 1.40200)
O (0.83645, -0.57242, -0.81148)
N (2.87334, -1.98833, -0.51294)
C (3.95568, -2.30488, 0.40288)
H (4.32103, -1.37865, 0.84137)
C (3.37703, -3.27860, 1.44942)
H (4.04895, -4.12150, 1.60337)
H (3.23132, -2.76915, 2.39918)
C (2.02708, -3.72518, 0.86316)
H (1.20923, -3.25616, 1.40863)
H (1.89546, -4.80489, 0.89002)
C (2.05478, -3.18813, -0.57253)
H (1.07392, -2.92951, -0.96466)
H (2.54509, -3.89236, -1.25040)
H (4.75822, -2.77127, -0.17412)
C (3.61263, 1.51503, 0.42599)
C (3.59125, 2.91958, -0.17572)
H (3.72167, 3.65091, 0.62277)
H (4.42097, 3.03306, -0.87596)
H (4.64160, 1.24878, 0.70454)
H (2.99492, 1.46535, 1.32514)
H (3.96041, 1.19640, -2.26830)
H (2.57822, 0.10023, -2.43577)
H (0.98959, 1.80847, -1.98809)
H (2.18512, 2.61358, -2.99191)
H (2.34676, 4.19690, -1.35290)
H (0.60980, 1.37193, -0.01070)
H (-0.10169, 1.58114, 2.36356)
H (-0.57557, 3.24837, 1.92519)
H (-2.85703, 3.56308, 1.16445)
H (-4.97663, 2.59339, 0.32914)
H (-7.55304, -0.55233, -1.64578)
H (-7.84619, -0.64313, 0.09097)
H (-7.65942, -2.13185, -0.85095)

Cartesian forces (eV/Å) of the 6 atoms listed first:
C 0.447 0.166 0.104
C -0.385 -0.520 -0.087
H -0.057 0.063 0.184
H 0.019 0.065 -0.130
O 0.117 0.154 -0.094
C 0.078 0.180 0.107

=====

Entry 2:
Here is a single C20H31NO4 molecule from the OMol25 dataset. Energies are from wB97M-V/def2-TZVPD.

## Properties
- Kohn-Sham gap (Ha) = 0.3536
- SMILES = CCOC(=O)C1(CCCc2ccccc2)CCN(C[C@@H](O)CO)CC1
- total charge = 0
- ΔE to the lowest compared entry with this formula, charge and spin (kJ/mol) = 0.00
- DFT total energy (eV) = -30923.901
- LUMO level (hartree) = 0.0284

Positions of all 56 atoms, in Å:
C (-1.80162, -4.31089, -1.14727)
C (-0.41869, -3.73149, -1.40639)
H (-0.21816, -3.66111, -2.47781)
H (0.34490, -4.34992, -0.92274)
O (-0.30396, -2.39317, -0.92210)
C (-0.01164, -2.23213, 0.37180)
O (0.15833, -3.15120, 1.13165)
C (0.06944, -0.76354, 0.77720)
C (1.16936, -0.62395, 1.84387)
C (2.56122, -0.85528, 1.26217)
N (2.81220, 0.09722, 0.19499)
C (1.86385, -0.12131, -0.88616)
C (0.44032, 0.14137, -0.40273)
H (-0.23989, -0.01582, -1.23642)
H (0.36046, 1.18087, -0.07721)
H (2.10630, 0.55901, -1.70427)
H (1.94188, -1.15313, -1.27071)
C (4.19412, 0.12530, -0.27136)
H (4.84905, -0.24916, 0.51885)
C (4.65096, 1.56241, -0.61180)
C (4.41561, 2.49506, 0.58903)
O (3.04410, 2.75915, 0.72886)
H (2.61197, 1.87937, 0.76338)
H (4.90259, 3.45863, 0.41646)
H (4.83299, 2.04648, 1.50068)
O (3.98267, 2.08270, -1.73496)
H (3.24033, 2.60293, -1.38788)
H (5.71887, 1.52658, -0.85877)
H (4.33440, -0.51039, -1.15695)
H (3.30648, -0.70771, 2.04830)
H (2.64248, -1.89613, 0.90532)
H (0.99638, -1.35242, 2.63705)
H (1.11879, 0.37979, 2.26977)
C (-1.28066, -0.36638, 1.42850)
C (-2.55689, -0.99155, 0.85743)
H (-3.34879, -0.83486, 1.59424)
H (-2.42476, -2.06942, 0.75607)
C (-3.03411, -0.41214, -0.47994)
C (-3.39764, 1.04197, -0.36050)
C (-2.64352, 2.03425, -0.97165)
C (-2.98243, 3.36939, -0.83249)
C (-4.08548, 3.73206, -0.08053)
C (-4.85186, 2.75056, 0.52540)
C (-4.50985, 1.41853, 0.38470)
H (-5.11863, 0.65815, 0.85360)
H (-5.72030, 3.02453, 1.10684)
H (-4.35071, 4.77319, 0.02898)
H (-2.38286, 4.12781, -1.31452)
H (-1.78616, 1.76406, -1.57038)
H (-3.92081, -0.97309, -0.79019)
H (-2.26938, -0.55256, -1.24273)
H (-1.37295, 0.72139, 1.39847)
H (-1.22781, -0.66560, 2.47796)
H (-2.56699, -3.66095, -1.56508)
H (-1.87634, -5.29071, -1.61021)
H (-1.96712, -4.41676, -0.07782)

Cartesian forces (eV/Å) of the 6 atoms listed first:
C 0.305 0.272 0.059
C -0.056 -0.601 -0.040
H 0.021 0.002 0.143
H -0.073 0.119 -0.152
O -0.139 0.264 -0.179
C 0.192 0.147 0.210

=====

Entry 3:
Here is a molecular structure, C20H31O5SSn in a non-equilibrium geometry from the OMol25 dataset. Energies are from wB97M-V/def2-TZVPD.

## Properties
- Kohn-Sham gap (alpha / beta) (Ha) = 0.1653 / 0.1740
- total charge = +1
- ΔE to the lowest compared entry with this formula, charge and spin (kJ/mol) = 0.00
- DFT total energy (eV) = -48133.739
- LUMO level (alpha / beta) (hartree) = -0.2398 / -0.2331

Positions of all 58 atoms, in Å:
O (-4.68802, 1.64553, 1.58731)
C (-6.15772, 1.58802, 1.03898)
C (-6.66679, 2.44155, 2.16497)
H (-6.53629, 0.55758, 0.99198)
H (-6.23701, 2.12830, 0.08827)
C (-5.20980, 2.61466, 2.55925)
H (-7.25825, 1.97617, 2.93385)
H (-7.11603, 3.36305, 1.88995)
C (-5.11893, 2.20593, 4.01962)
H (-5.22923, 1.12385, 4.19613)
H (-5.95161, 2.72540, 4.51438)
H (-4.21875, 2.60300, 4.49036)
C (-4.57619, 3.94228, 2.30637)
H (-4.42317, 4.10912, 1.24730)
H (-3.62436, 3.98060, 2.81129)
H (-5.22624, 4.69098, 2.72786)
Sn (-2.29089, 1.48337, 1.37126)
C (1.34894, 2.07973, -0.60998)
C (0.85188, 1.21024, -1.64179)
C (-0.48991, 1.60751, -1.95347)
H (1.45189, 0.46770, -2.15833)
C (-0.77942, 2.80258, -1.21413)
C (0.33224, 3.04444, -0.32586)
H (0.35980, 3.82143, 0.44284)
H (2.32259, 1.98422, -0.12521)
H (-1.21942, 1.09028, -2.57584)
H (-1.70419, 3.38466, -1.31694)
C (0.37017, 0.20326, 2.84407)
C (0.02133, 1.48709, 3.33772)
C (-1.33232, 1.44125, 3.80009)
H (0.67677, 2.34366, 3.40557)
C (-1.85564, 0.11023, 3.47895)
C (-0.77554, -0.63887, 2.88731)
H (-0.84146, -1.70271, 2.64465)
H (1.36714, -0.08044, 2.51699)
H (-1.87800, 2.18009, 4.39564)
H (-2.82408, -0.29819, 3.80887)
O (-6.62086, -0.53844, -1.97012)
C (-5.30645, -0.40161, -1.26801)
C (-4.24615, 0.02268, -2.30907)
H (-5.01146, -1.44131, -0.99192)
H (-5.31885, 0.14713, -0.30486)
C (-4.80920, -0.67946, -3.61813)
H (-3.23191, -0.33819, -2.06204)
H (-4.24749, 1.11647, -2.44120)
C (-6.21720, -1.22228, -3.19923)
H (-4.15836, -1.51566, -3.93132)
H (-4.87425, 0.06133, -4.44326)
H (-5.99776, -2.27564, -2.87829)
H (-6.91819, -1.22712, -4.05808)
C (-0.98046, -3.11006, -0.59867)
S (-0.48662, -1.39812, -0.63442)
O (0.90145, -1.32377, -0.17695)
O (-0.68048, -1.06155, -2.05228)
O (-1.41948, -0.67030, 0.28662)
H (-0.38123, -3.67724, -1.32267)
H (-2.03416, -3.12230, -0.89623)
H (-0.81929, -3.45685, 0.42191)

Cartesian forces (eV/Å) of the 6 atoms listed first:
O -2.016 -0.471 -0.516
C 0.219 -0.238 -0.163
C 0.865 0.024 -0.289
H 0.354 0.492 -0.008
H 0.393 -0.571 0.040
C -0.348 -0.160 1.627

=====

Entry 4:
Here is a molecular structure, C20H32BCdF4IN9O2S3 in a non-equilibrium geometry from the OMol25 dataset. Energies are from wB97M-V/def2-TZVPD.

## Properties
- Kohn-Sham gap (Ha) = 0.2788
- total charge = -1
- ΔE to the lowest compared entry with this formula, charge and spin (kJ/mol) = 76.84
- DFT total energy (eV) = -95491.283
- LUMO level (hartree) = 0.0686

Positions of all 73 atoms, in Å:
Cd (-0.32291, 0.49850, -0.33982)
C (3.76800, -2.96789, 0.69286)
C (2.41818, -3.32470, 1.18386)
N (2.10699, -4.31180, 1.95235)
N (0.75516, -4.19212, 2.11862)
C (0.21184, -3.14589, 1.47312)
S (-1.39927, -2.75109, 1.44566)
N (1.29313, -2.58438, 0.86099)
N (1.31214, -1.44252, 0.07280)
H (4.47839, -3.72199, 1.01974)
H (4.05514, -1.99170, 1.09000)
H (3.76478, -2.91437, -0.39770)
H (0.25024, -4.82537, 2.70832)
H (2.00169, -0.81333, 0.48287)
H (1.63285, -1.69310, -0.88728)
N (-0.78947, -1.15274, -1.77853)
C (-1.91153, -1.30377, -2.71267)
C (-3.18429, -1.67075, -1.95940)
C (-3.79108, -0.49615, -1.21400)
N (-2.86843, -0.03306, -0.17826)
H (0.08642, -1.06391, -2.28939)
H (-0.70276, -2.00655, -1.23348)
H (-1.71370, -2.07229, -3.47001)
H (-2.04995, -0.35423, -3.23819)
H (-2.94564, -2.45784, -1.23699)
H (-3.92926, -2.06838, -2.65213)
H (-4.76512, -0.79632, -0.80606)
H (-3.96290, 0.32928, -1.91140)
H (-2.62424, -0.80874, 0.43293)
H (-3.30385, 0.67630, 0.40082)
I (-1.82884, 2.10144, 5.88665)
C (-1.38506, 2.24337, 3.86610)
C (-0.45069, 3.06667, 3.28652)
N (-0.52776, 2.83551, 1.96680)
N (-1.43800, 1.90543, 1.65689)
C (-1.96450, 1.52739, 2.81011)
H (0.25444, 3.74772, 3.72710)
H (0.08913, 3.17421, 1.24635)
H (-2.72941, 0.76957, 2.85726)
O (5.07904, -0.74382, -6.53316)
S (5.34404, -1.13536, -5.17328)
O (6.66884, -1.61995, -4.88612)
N (4.20352, -2.18189, -4.62970)
C (3.49533, -1.65991, -3.66420)
S (2.25526, -2.48324, -2.86668)
C (3.86488, -0.26147, -3.28900)
C (3.31026, 0.55996, -2.32164)
C (3.85202, 1.82510, -2.13379)
C (4.91704, 2.26827, -2.91010)
C (5.46665, 1.44978, -3.89213)
C (4.92446, 0.19490, -4.05388)
H (2.46313, 0.23170, -1.73459)
H (3.44143, 2.46719, -1.36438)
H (5.32068, 3.26067, -2.75418)
H (6.29280, 1.78036, -4.50870)
C (-2.02886, 2.82727, -2.17497)
C (-0.56757, 3.21840, -1.95234)
C (-0.08107, 4.06071, -3.13832)
C (0.33832, 1.99755, -1.75992)
H (-2.65580, 3.71076, -2.32208)
H (-2.40745, 2.26197, -1.32208)
H (-2.11137, 2.19904, -3.06716)
H (-0.52091, 3.85050, -1.05551)
H (-0.15380, 3.47778, -4.05971)
H (0.96088, 4.35664, -3.00580)
H (-0.68525, 4.96519, -3.25941)
H (1.33953, 2.33459, -1.48155)
H (0.43178, 1.47980, -2.72170)
F (2.19910, 1.65070, 3.25281)
B (2.02556, 0.77236, 2.19272)
F (3.02981, -0.20222, 2.13920)
F (0.76130, 0.12212, 2.26613)
F (2.02549, 1.49117, 0.95570)

Cartesian forces (eV/Å) of the 6 atoms listed first:
Cd -0.457 0.459 0.610
C -0.006 0.041 -0.016
C 0.082 0.196 -0.110
N 0.024 -0.165 0.148
N 0.055 0.228 -0.119
C 0.399 -0.208 0.039